Entry 1:
Computed, not measured: a molecular structure, C42H47ClIrN9O3S2, with ωB97M-V/def2-TZVPD.

Its spin multiplicity is 2. As for the expectation value of S²: 0.771. As for the highest occupied orbital energy (spin up / spin down): -14.77 / -14.77 eV. The calculation puts the HOMO-LUMO gap (spin up / spin down) at 6.074 / 2.423 eV. The calculation puts the LUMO energy (spin up / spin down) at -8.70 / -12.35 eV. As for the net charge: +3.

Geometry (Å):
Ir 0.31 0.37 1.87
N 1.64 1.97 5.92
C 1.15 1.82 4.70
S 2.08 0.85 3.58
N 0.03 2.40 4.36
N -0.54 2.16 3.21
C -1.49 2.92 2.72
C -1.99 4.14 3.35
C -2.26 5.28 2.58
C -2.73 6.43 3.17
C -2.99 6.47 4.53
C -2.73 5.34 5.31
C -2.21 4.20 4.73
C -2.05 2.45 1.46
C -3.29 2.88 0.97
C -3.78 2.34 -0.21
C -3.02 1.39 -0.88
C -1.81 1.02 -0.34
N -1.34 1.52 0.80
H 2.53 1.56 6.14
H 1.24 2.62 6.58
H -2.03 5.28 1.52
H -2.91 7.31 2.57
H -3.38 7.36 5.00
H -2.95 5.35 6.36
H -2.01 3.33 5.33
H -3.87 3.61 1.52
H -4.73 2.66 -0.59
H -3.37 0.95 -1.80
H -1.19 0.28 -0.82
N -3.06 -3.31 7.29
C -2.43 -3.79 6.22
O -2.33 -4.95 5.92
C -1.83 -2.75 5.29
C -2.53 -1.61 4.90
C -1.96 -0.77 3.96
N -0.76 -0.99 3.44
C -0.08 -2.07 3.82
C -0.58 -2.99 4.72
H -3.47 -3.96 7.94
H -3.06 -2.33 7.55
H -3.52 -1.39 5.29
H -2.48 0.11 3.62
H 0.90 -2.21 3.37
H -0.03 -3.88 4.99
C 0.19 -4.16 0.31
S -1.01 -2.88 0.83
O -0.25 -1.58 0.61
C -2.07 -3.05 -0.63
C -1.72 -2.45 -1.83
C -2.52 -2.64 -2.94
C -3.65 -3.43 -2.85
C -3.99 -4.04 -1.66
C -3.20 -3.85 -0.53
H 0.43 -4.03 -0.74
H -0.25 -5.13 0.49
H 1.09 -4.06 0.92
H -0.82 -1.85 -1.87
H -2.25 -2.18 -3.88
H -4.26 -3.58 -3.73
H -4.87 -4.67 -1.60
H -3.45 -4.34 0.40
C 4.43 -3.49 -3.37
C 3.36 -2.43 -3.67
C 2.87 -2.64 -5.11
C 2.19 -2.70 -2.71
C 3.99 -1.00 -3.50
O 5.25 -0.98 -4.12
C 3.22 0.21 -4.13
C 1.72 0.42 -3.89
C 1.26 1.84 -4.14
C 1.93 2.72 -5.00
C 1.44 3.99 -5.23
C 0.26 4.41 -4.61
Cl -0.36 5.98 -4.91
C -0.42 3.54 -3.75
C 0.09 2.28 -3.52
C 4.39 -0.69 -2.02
N 3.42 0.01 -1.22
C 2.69 -0.44 -0.20
N 1.94 0.55 0.27
C 2.28 1.61 -0.50
N 3.17 1.30 -1.40
H 4.02 -4.48 -3.55
H 4.77 -3.46 -2.33
H 5.31 -3.37 -4.00
H 2.55 -3.67 -5.23
H 3.66 -2.47 -5.84
H 2.03 -2.00 -5.35
H 1.78 -3.68 -2.95
H 1.39 -1.97 -2.83
H 2.52 -2.71 -1.68
H 5.18 -1.29 -5.04
H 3.38 0.13 -5.20
H 3.76 1.09 -3.78
H 1.42 0.16 -2.88
H 1.15 -0.22 -4.57
H 2.83 2.42 -5.50
H 1.96 4.66 -5.90
H -1.34 3.86 -3.29
H -0.45 1.62 -2.86
H 5.28 -0.05 -2.10
H 4.67 -1.60 -1.51
H 2.71 -1.44 0.18
H 1.86 2.59 -0.38

---

Entry 2:
Computed, not measured: a molecular structure, C42H47N9S2SiTi, with ωB97M-V/def2-TZVPD.

As for the highest occupied orbital energy: -12.46 eV. The calculation puts the HOMO-LUMO gap at 6.171 eV. The calculation puts the LUMO energy at -6.29 eV. As for the net charge: +2.

Geometry (Å):
Ti 0.04 0.32 0.23
C -2.04 2.58 -2.90
C -3.07 1.77 -3.36
C -3.29 0.57 -2.73
C -2.50 0.18 -1.65
N -1.50 0.97 -1.20
C -1.29 2.15 -1.83
N -2.81 -1.03 -1.09
C -2.33 -1.47 0.00
N -1.36 -0.89 0.85
C -1.36 -1.64 2.04
N -0.81 -1.38 3.16
C 0.04 -0.32 3.39
C 0.33 -0.06 4.74
C 1.27 0.88 5.07
C 1.96 1.52 4.04
C 1.62 1.23 2.75
N 0.64 0.35 2.40
C -2.20 -2.83 1.86
C -2.48 -3.88 2.71
C -3.39 -4.83 2.27
C -4.02 -4.70 1.04
C -3.76 -3.63 0.20
C -2.81 -2.71 0.62
H -1.80 3.53 -3.36
H -3.68 2.07 -4.20
H -4.08 -0.11 -3.03
H -0.48 2.75 -1.48
H -0.21 -0.63 5.48
H 1.50 1.09 6.11
H 2.75 2.23 4.24
H 2.16 1.69 1.94
H -2.01 -3.94 3.69
H -3.62 -5.68 2.90
H -4.75 -5.45 0.74
H -4.27 -3.50 -0.74
C -2.11 3.65 2.28
C -1.73 2.43 1.71
N -0.61 2.29 1.03
C 0.19 3.37 0.86
C -0.11 4.62 1.39
C -1.30 4.75 2.12
C 0.79 5.71 1.14
C 1.91 5.54 0.40
C 2.22 4.25 -0.17
C 3.34 4.01 -0.98
C 3.55 2.76 -1.49
C 2.65 1.73 -1.18
N 1.60 1.92 -0.39
C 1.38 3.17 0.09
H -3.04 3.71 2.83
H -2.35 1.55 1.82
H -1.58 5.71 2.54
H 0.56 6.69 1.56
H 2.58 6.36 0.20
H 4.03 4.82 -1.20
H 4.39 2.54 -2.14
H 2.78 0.73 -1.56
C -1.91 -4.71 -2.70
S -0.54 -4.29 -1.59
C 0.82 -4.55 -2.74
H -1.75 -4.23 -3.67
H -2.83 -4.32 -2.27
H -1.99 -5.78 -2.84
H 0.86 -5.58 -3.08
H 1.75 -4.30 -2.22
H 0.72 -3.88 -3.60
C 1.81 -5.04 0.81
N 2.06 -3.64 1.16
C 1.66 -3.32 2.53
C 2.58 -2.74 0.32
S 2.37 -1.03 0.52
N 3.41 -3.18 -0.64
C 3.74 -2.36 -1.80
C 4.31 -4.31 -0.44
H 0.78 -5.27 1.07
H 2.48 -5.70 1.36
H 1.93 -5.19 -0.25
H 2.16 -4.02 3.20
H 0.59 -3.43 2.65
H 1.96 -2.31 2.78
H 2.90 -1.73 -2.06
H 3.94 -3.03 -2.64
H 4.63 -1.75 -1.62
H 4.31 -4.62 0.60
H 5.32 -3.98 -0.69
H 4.06 -5.15 -1.07
C 1.02 1.04 -5.11
Si 0.85 -0.76 -4.62
C -0.68 -1.52 -5.36
C 2.39 -1.69 -5.09
C 0.62 -0.73 -2.77
C 0.46 -0.54 -1.58
H 1.11 1.13 -6.19
H 1.91 1.49 -4.66
H 0.15 1.61 -4.79
H -0.59 -1.60 -6.45
H -1.56 -0.92 -5.13
H -0.85 -2.53 -4.97
H 2.56 -1.59 -6.16
H 2.31 -2.76 -4.87
H 3.27 -1.30 -4.58

---

Computed values of total energy (unit: Eh) for the preceding records, in sequence: -3707.1002; -4056.4914.
Computed values of ΔE to the lowest compared entry with this formula, charge and spin (unit: eV) for the preceding records, in sequence: 5.848; 0.013.